One molecule with the formula CH3FO2S at a distorted geometry, computed with ωB97M-V/def2-TZVPD.

Positions of all 8 atoms, in Å:
1 C -0.43 0.02 0.02
2 O -1.70 -0.72 0.01
3 O 2.01 -1.08 0.41
4 F 1.60 1.42 0.07
5 S 1.52 -0.14 -0.58
6 H -0.48 1.07 -0.24
7 H -2.25 -0.70 -0.71
8 H -0.27 0.13 1.03

* net charge: 0
* 2S+1: 3
* frontier orbital gap (spin up / spin down): 6.4589 / 8.8551 eV
* E_tot: -18727.1447 eV
* energy above the lowest of the compared OMol25 structures with the same formula, charge and spin: 387.8 kJ/mol
* HOMO energy (spin up / spin down): -6.20 / -11.93 eV

Taken from the Mulliken analysis, the atomic charges in e are:
1. C -0.48
2. O -0.45
3. O -0.32
4. F -0.29
5. S 0.45
6. H 0.38
7. H 0.30
8. H 0.41

---

One molecule with the formula C6H9N, computed with ωB97M-V/def2-TZVPD.

Positions of all 16 atoms, in Å:
1 C -1.70 1.01 0.40
2 N -0.39 1.07 0.31
3 C 0.57 0.93 1.26
4 C 0.42 -1.29 0.17
5 C 0.09 -0.83 -1.25
6 C 0.49 0.58 -0.80
7 C 1.33 -0.01 0.36
8 H -2.11 0.99 1.40
9 H -0.53 -1.11 0.71
10 H -2.32 1.16 -0.48
11 H 0.26 0.70 2.28
12 H 0.80 -2.29 0.40
13 H -0.94 -0.98 -1.60
14 H 0.81 -1.18 -2.00
15 H 0.81 1.36 -1.50
16 H 2.42 -0.10 0.35

* net charge: 0
* frontier orbital gap: 7.7503 eV
* E_tot: -7853.5448 eV
* energy above the lowest of the compared OMol25 structures with the same formula, charge and spin: 445.3 kJ/mol
* HOMO energy: -6.81 eV

Mulliken atomic charge list, values in e, 8 entries:
1. C -0.62
2. N 0.03
3. C -0.46
4. C -0.61
5. C -0.60
6. C -0.35
7. C -0.34
8. H 0.29

---

What did the first record say?
One molecule with the formula CH3FO2S at a distorted geometry, computed with ωB97M-V/def2-TZVPD.

Positions of all 8 atoms, in Å:
1 C -0.43 0.02 0.02
2 O -1.70 -0.72 0.01
3 O 2.01 -1.08 0.41
4 F 1.60 1.42 0.07
5 S 1.52 -0.14 -0.58
6 H -0.48 1.07 -0.24
7 H -2.25 -0.70 -0.71
8 H -0.27 0.13 1.03

* net charge: 0
* 2S+1: 3
* frontier orbital gap (spin up / spin down): 6.4589 / 8.8551 eV
* E_tot: -18727.1447 eV
* energy above the lowest of the compared OMol25 structures with the same formula, charge and spin: 387.8 kJ/mol
* HOMO energy (spin up / spin down): -6.20 / -11.93 eV

Taken from the Mulliken analysis, the atomic charges in e are:
1. C -0.48
2. O -0.45
3. O -0.32
4. F -0.29
5. S 0.45
6. H 0.38
7. H 0.30
8. H 0.41

---

Repeat the second record exactly.
One molecule with the formula C6H9N, computed with ωB97M-V/def2-TZVPD.

Positions of all 16 atoms, in Å:
1 C -1.70 1.01 0.40
2 N -0.39 1.07 0.31
3 C 0.57 0.93 1.26
4 C 0.42 -1.29 0.17
5 C 0.09 -0.83 -1.25
6 C 0.49 0.58 -0.80
7 C 1.33 -0.01 0.36
8 H -2.11 0.99 1.40
9 H -0.53 -1.11 0.71
10 H -2.32 1.16 -0.48
11 H 0.26 0.70 2.28
12 H 0.80 -2.29 0.40
13 H -0.94 -0.98 -1.60
14 H 0.81 -1.18 -2.00
15 H 0.81 1.36 -1.50
16 H 2.42 -0.10 0.35

* net charge: 0
* frontier orbital gap: 7.7503 eV
* E_tot: -7853.5448 eV
* energy above the lowest of the compared OMol25 structures with the same formula, charge and spin: 445.3 kJ/mol
* HOMO energy: -6.81 eV

Mulliken atomic charge list, values in e, 8 entries:
1. C -0.62
2. N 0.03
3. C -0.46
4. C -0.61
5. C -0.60
6. C -0.35
7. C -0.34
8. H 0.29

---

> Look up the net charge of the first one.

0

---

> energy above the lowest of the compared OMol25 structures with the same formula, charge and spin of number 2 (C6H9N)?

445.3 kJ/mol